This record from the OMol25 dataset describes a cluster of 7 separate species, C35H56F5N6O11P in total in a non-equilibrium geometry. The level of theory is ωB97M-V with the def2-TZVPD basis set.

Last column: Löwdin charge in e.
Atoms and positions in Å:
C  -7.422  -0.370  -3.597  -0.022
C  -6.535  0.594  -3.032  -0.145
C  -5.248  0.184  -2.184  -0.146
C  -4.415  -1.081  -2.603  0.040
C  -3.152  -1.457  -1.785  -0.073
C  -2.162  -2.671  -2.082  -0.146
C  -2.640  -3.681  -3.232  -0.163
C  -1.834  -3.552  -4.612  -0.080
C  -0.253  -3.471  -4.450  -0.262
F  0.216  -4.184  -3.290  0.040
F  0.376  -4.140  -5.565  0.029
C  0.350  -1.976  -4.447  -0.296
F  -0.621  -0.962  -4.599  0.092
F  1.047  -1.664  -3.230  0.045
F  1.299  -1.780  -5.488  0.083
C  -2.766  -0.547  -0.561  0.011
C  -3.619  0.714  -0.163  -0.021
C  -4.874  1.085  -0.985  0.040
C  -3.113  1.606  1.085  -0.260
O  -3.911  2.188  1.851  0.070
C  -1.507  1.625  1.269  -0.129
P  -0.555  3.123  1.886  0.693
O  0.645  2.749  2.784  -0.353
O  0.138  3.863  0.485  -0.193
O  -1.569  4.322  2.580  -0.182
C  -0.726  0.478  0.924  0.064
C  -1.488  -0.825  0.354  -0.246
O  -1.063  -1.954  0.686  0.048
H  -8.094  -0.095  -4.483  0.066
H  -7.402  -1.442  -3.175  0.072
H  -6.775  1.710  -3.193  0.109
H  -4.719  -1.694  -3.523  0.096
H  -2.112  -3.290  -1.107  0.128
H  -1.121  -2.231  -2.227  0.103
H  -3.762  -3.598  -3.490  0.112
H  -2.492  -4.746  -2.826  0.123
H  -2.048  -4.521  -5.206  0.141
H  -2.265  -2.709  -5.273  0.140
H  -5.446  2.033  -0.674  0.124
H  0.313  3.119  -0.139  0.060
H  -0.957  4.963  3.057  0.069
H  0.414  0.483  1.053  0.135
C  2.044  0.795  6.169  -0.081
N  1.792  0.418  4.797  0.012
C  1.452  -0.809  4.315  -0.542
C  1.314  -1.934  5.307  -0.011
O  1.270  -0.970  3.116  0.020
H  1.338  1.581  6.447  0.081
H  3.062  1.187  6.238  0.080
H  1.936  -0.043  6.856  0.072
H  1.867  1.128  4.079  0.110
H  1.040  -2.851  4.785  0.071
H  2.264  -2.098  5.821  0.084
H  0.529  -1.700  6.030  0.090
C  2.789  6.088  -3.548  -0.087
N  1.413  6.532  -3.561  0.003
C  0.606  6.795  -2.492  -0.547
C  1.191  6.609  -1.117  -0.011
O  -0.545  7.166  -2.667  0.031
H  3.395  6.827  -4.077  0.083
H  2.847  5.132  -4.074  0.069
H  3.174  5.966  -2.537  0.074
H  0.961  6.676  -4.453  0.139
H  0.442  6.852  -0.364  0.088
H  1.497  5.570  -0.979  0.068
H  2.047  7.275  -0.982  0.085
C  2.159  5.908  6.614  -0.078
N  1.178  6.093  5.567  0.007
C  0.975  7.196  4.794  -0.544
C  1.865  8.387  5.036  -0.012
O  0.097  7.200  3.941  0.028
H  2.794  5.060  6.347  0.083
H  1.633  5.684  7.545  0.084
H  2.782  6.789  6.758  0.074
H  0.550  5.330  5.355  0.136
H  1.592  9.191  4.352  0.085
H  1.740  8.746  6.060  0.086
H  2.907  8.117  4.855  0.086
C  2.905  -6.559  -2.244  -0.077
N  1.554  -6.641  -1.732  0.005
C  0.939  -7.713  -1.158  -0.552
C  1.737  -8.984  -1.026  -0.015
O  -0.218  -7.626  -0.771  0.019
H  3.432  -5.769  -1.702  0.086
H  2.857  -6.296  -3.303  0.082
H  3.448  -7.495  -2.130  0.073
H  0.966  -5.822  -1.790  0.116
H  1.125  -9.752  -0.554  0.083
H  2.039  -9.340  -2.014  0.084
H  2.617  -8.810  -0.403  0.085
C  5.063  2.481  -4.362  -0.077
N  4.017  2.630  -3.374  0.000
C  3.061  1.724  -3.022  -0.537
C  3.069  0.394  -3.729  -0.007
O  2.237  2.001  -2.160  0.025
H  6.028  2.606  -3.865  0.085
H  4.943  3.264  -5.114  0.081
H  5.035  1.509  -4.851  0.075
H  3.957  3.500  -2.863  0.119
H  2.256  -0.226  -3.349  0.051
H  2.921  0.540  -4.802  0.090
H  4.014  -0.122  -3.545  0.094
C  -2.556  -6.421  2.239  -0.080
N  -3.068  -5.757  3.419  -0.003
C  -2.676  -4.561  3.944  -0.549
C  -1.578  -3.817  3.231  -0.012
O  -3.209  -4.127  4.956  0.020
H  -3.381  -6.562  1.536  0.082
H  -2.166  -7.398  2.534  0.083
H  -1.766  -5.852  1.753  0.072
H  -3.807  -6.205  3.943  0.137
H  -1.367  -2.885  3.754  0.079
H  -0.668  -4.420  3.216  0.090
H  -1.890  -3.578  2.212  0.063

Computed properties:
**Electronic energy**: -91539.183 eV
**Total charge**: 0
**HOMO level**: -8.809 eV

***

This record from the OMol25 dataset describes a cluster of 2 separate species, CBrO4 in total in a non-equilibrium geometry. The level of theory is ωB97M-V with the def2-TZVPD basis set.

Last column: natural (NBO) charge in e.
Atoms and positions in Å:
C  0.946  -0.981  -0.104  1.037
O  1.089  -0.635  0.958  -0.514
O  0.809  -1.323  -1.188  -0.532
O  -1.723  2.129  -0.105  -0.412
O  -1.948  1.165  0.741  -0.232
Br  -2.222  -0.686  -0.096  -0.347

Computed properties:
**Electronic energy**: -79267.245 eV
**Total charge**: -1
**Energy above the lowest of the compared OMol25 structures with the same formula, charge and spin**: 8.3 kcal/mol
**HOMO level (spin up / spin down)**: -3.109 / -2.995 eV

***

This record from the OMol25 dataset describes a structure of composition C18H14N3O2OsS2 in a non-equilibrium geometry. The level of theory is ωB97M-V with the def2-TZVPD basis set.

Last column: natural (NBO) charge in e.
Atoms and positions in Å:
Os  3.031  -0.577  -2.556  1.112
N  5.777  -0.168  0.771  -0.760
C  4.820  -0.055  -0.162  0.275
S  4.800  -1.312  -1.400  0.038
N  3.972  0.897  -0.141  -0.375
N  3.047  0.894  -1.173  -0.235
C  2.028  1.658  -0.937  0.198
C  0.891  1.866  -1.775  -0.229
C  -0.173  2.641  -1.289  -0.126
C  -1.319  2.805  -2.034  -0.218
C  -1.401  2.223  -3.304  -0.138
C  -0.351  1.482  -3.811  -0.260
C  0.784  1.275  -3.034  0.420
O  1.750  0.485  -3.502  -0.657
H  6.397  -0.958  0.772  0.420
H  5.849  0.525  1.497  0.425
H  2.050  2.186  0.010  0.238
H  -0.086  3.097  -0.310  0.228
H  -2.150  3.372  -1.640  0.240
H  -2.295  2.351  -3.900  0.239
H  -0.389  1.037  -4.796  0.246
C  -3.109  0.041  4.326  -0.732
C  -4.044  -0.438  3.254  0.503
O  -4.802  0.230  2.627  -0.489
S  -3.883  -2.268  2.905  0.170
C  -2.558  -2.132  1.734  -0.163
C  -2.563  -1.162  0.731  -0.169
C  -1.497  -1.066  -0.141  -0.174
C  -0.410  -1.939  -0.023  -0.182
C  -0.431  -2.942  0.946  -0.141
C  -1.501  -3.037  1.816  -0.216
C  0.719  -1.726  -0.867  0.115
C  1.667  -1.472  -1.592  -0.267
H  -3.413  1.022  4.684  0.244
H  -2.109  0.109  3.889  0.246
H  -3.064  -0.676  5.142  0.250
H  -3.414  -0.504  0.618  0.235
H  -1.495  -0.319  -0.925  0.222
H  0.394  -3.638  1.016  0.230
H  -1.520  -3.808  2.574  0.238

Computed properties:
**Electronic energy**: -51586.374 eV
**Total charge**: +1
**Energy above the lowest of the compared OMol25 structures with the same formula, charge and spin**: 0.0 kcal/mol
**HOMO level (spin up / spin down)**: -10.857 / -10.853 eV

***

This record from the OMol25 dataset describes an isolated molecule of C5H6O2 in a non-equilibrium geometry. The level of theory is ωB97M-V with the def2-TZVPD basis set.

Last column: natural (NBO) charge in e.
Atoms and positions in Å:
C  2.262  1.454  0.750  0.381
C  1.207  0.543  0.174  -0.060
C  0.067  1.272  -0.277  0.519
C  1.056  -0.888  0.561  -0.635
C  -1.295  0.739  -0.051  -0.717
O  0.076  2.361  -0.676  -0.513
O  2.459  0.987  -0.373  -0.361
H  0.522  -1.122  1.508  0.234
H  2.054  -1.186  0.654  0.231
H  0.387  -1.234  -0.269  0.228
H  -1.499  -0.216  0.657  0.204
H  -1.815  0.507  -0.905  0.239
H  -1.914  1.547  0.428  0.251

Computed properties:
**Electronic energy**: -9372.670 eV
**Total charge**: 0
**Energy above the lowest of the compared OMol25 structures with the same formula, charge and spin**: 102.1 kcal/mol
**HOMO level**: -9.739 eV

***

This record from the OMol25 dataset describes a cluster of 3 separate species, C6H13NO in total. The level of theory is ωB97M-V with the def2-TZVPD basis set.

Last column: natural (NBO) charge in e.
Atoms and positions in Å:
C  0.366  -0.159  0.858  -0.098
C  -0.511  -0.197  -1.337  0.104
C  1.862  -0.048  0.860  -0.650
C  0.637  -0.930  -1.961  -0.668
C  -0.440  0.897  0.760  0.255
N  -1.705  -0.898  -1.275  -0.804
C  -1.186  1.956  0.674  -0.495
O  0.065  0.487  2.991  -1.133
H  -0.747  0.082  3.325  0.417
H  -0.078  -1.130  1.040  0.232
H  -0.634  0.824  -1.681  0.193
H  -2.479  -0.418  -0.838  0.391
H  -1.637  -1.860  -0.973  0.378
H  2.326  -0.894  0.350  0.208
H  2.167  -0.045  1.906  0.287
H  2.194  0.881  0.397  0.217
H  0.414  -1.145  -3.013  0.233
H  1.550  -0.339  -1.923  0.234
H  0.829  -1.885  -1.464  0.213
H  -1.426  2.501  1.578  0.270
H  -1.568  2.320  -0.275  0.216

Computed properties:
**Electronic energy**: -9964.646 eV
**Total charge**: 0
**Energy above the lowest of the compared OMol25 structures with the same formula, charge and spin**: 150.6 kcal/mol
**HOMO level (spin up / spin down)**: -6.577 / -6.475 eV